Entry from OMol25: a structure of composition C27H63AsF6N9O9 (ωB97M-V with the def2-TZVPD basis set).

Calculated values
- E_HOMO: -7.15 eV
- Kohn-Sham gap: 9.0 eV
- LUMO level: 0.0698 Ha

```
! wB97M-V def2-TZVPD RIJCOSX def2/J DEFGRID3
* xyz -1 1
As 34.75121 17.35969 19.76766
F 33.33349 17.12616 18.75630
F 35.83005 16.73631 18.50850
F 36.15554 17.68217 20.74839
F 33.66673 17.76999 21.07488
F 34.65278 15.72034 20.35116
F 34.84892 18.99327 19.12529
C 28.65345 18.67364 23.93982
C 28.63085 19.17424 22.48383
O 27.73237 19.93162 22.13678
N 29.70181 18.96978 21.67780
C 30.86946 18.09284 21.82451
H 29.70772 18.55085 24.19099
H 28.15175 17.70285 23.97099
H 28.06777 19.32083 24.57947
H 29.67660 19.51725 20.82762
H 31.65654 18.82517 21.98398
H 31.11357 17.62605 20.86985
H 30.80282 17.26562 22.52314
C 35.64730 19.55028 15.87882
C 35.42516 20.52016 14.73932
O 34.53615 20.38235 13.90552
N 36.24644 21.59889 14.75954
C 36.14936 22.74933 13.90292
H 35.21231 20.00710 16.76841
H 36.70077 19.29382 15.98390
H 35.09661 18.63062 15.69589
H 37.10423 21.45925 15.26484
H 36.92643 23.45565 14.19279
H 35.17681 23.23086 13.99610
H 36.32252 22.54269 12.84290
C 31.39606 19.46133 12.82715
C 31.18899 18.61384 14.08273
O 30.17703 17.98493 14.34214
N 32.23611 18.71681 14.92935
C 32.29884 18.11433 16.25091
H 31.81465 20.44995 13.00087
H 30.43754 19.63307 12.33391
H 32.02796 18.94621 12.10155
H 33.08139 19.11377 14.53329
H 32.71894 17.11020 16.19125
H 31.27613 18.11653 16.61861
H 32.90962 18.69033 16.94076
C 35.93205 20.97947 25.54931
C 36.91427 21.48518 24.51614
O 37.39736 22.60791 24.61838
N 37.11782 20.80518 23.35991
C 36.78531 19.41168 23.08626
H 35.23544 20.26017 25.11549
H 35.36107 21.79366 25.98424
H 36.45691 20.46904 26.35790
H 37.71187 21.29454 22.71252
H 35.88934 19.21965 22.50374
H 36.59501 18.95142 24.06177
H 37.68444 18.91733 22.72478
C 33.88095 17.51900 24.85026
C 35.17529 16.81006 25.21718
O 35.91421 17.22575 26.10051
N 35.45601 15.68553 24.51911
C 34.77742 15.29570 23.28620
H 33.74528 18.31742 25.57347
H 33.04541 16.81992 24.92528
H 33.90965 17.85870 23.81427
H 36.39343 15.34669 24.66839
H 34.69304 16.12838 22.59766
H 33.78961 14.88448 23.49875
H 35.35808 14.50835 22.81226
C 31.58655 23.70455 20.93813
C 31.03913 22.30963 21.20413
O 29.98930 22.00876 20.66132
N 31.79708 21.43101 21.89811
C 33.20983 21.59504 22.27713
H 30.92879 24.35516 21.52688
H 31.47444 24.00071 19.90186
H 32.57015 23.96011 21.33360
H 31.57557 20.45399 21.96151
H 33.74467 22.13091 21.49614
H 33.60625 20.57598 22.22669
H 33.38022 21.92711 23.30035
C 34.83009 13.53959 17.36746
C 35.69944 13.00301 18.46741
O 35.65858 11.81841 18.82155
N 36.62073 13.82870 19.01367
C 37.72089 13.37391 19.81436
H 34.29562 12.68751 16.95562
H 35.42381 13.97750 16.56573
H 34.15769 14.30050 17.76796
H 36.35688 14.79892 18.89926
H 38.23837 14.23280 20.24626
H 38.45500 12.87096 19.18460
H 37.40399 12.76047 20.65659
C 40.79735 17.74946 21.49153
C 40.42889 17.84254 20.03692
O 41.24188 17.57247 19.16160
N 39.11132 18.10614 19.83474
C 38.48607 18.48561 18.58818
H 40.03455 17.18258 22.04377
H 40.91088 18.75469 21.89427
H 41.63345 17.08841 21.71728
H 38.54601 17.91285 20.64209
H 39.16230 19.01678 17.91931
H 37.59723 19.08715 18.75456
H 38.21708 17.57743 18.04572
C 30.67869 15.56030 18.54397
C 29.49276 14.70764 18.17158
O 28.39277 15.24002 18.06592
N 29.70559 13.38311 18.03256
C 28.65154 12.48195 17.61997
H 30.73692 15.62665 19.62821
H 30.60041 16.53827 18.08834
H 31.58408 15.12207 18.11162
H 30.63122 13.03975 18.21616
H 28.71392 11.93922 16.68150
H 27.74074 13.08297 17.59462
H 28.41767 11.79722 18.43971
*
```

Entry from OMol25: a cluster of 2 separate species, C5H13FN3P in total (ωB97M-V with the def2-TZVPD basis set).

Calculated values
- E_HOMO (alpha / beta): -15.94 / -16.17 eV
- Kohn-Sham gap (alpha / beta): 5.4 / 6.3 eV
- LUMO level (alpha / beta): -0.3869 / -0.3612 Ha

```
! wB97M-V def2-TZVPD RIJCOSX def2/J DEFGRID3
* xyz 2 1
C 0.26587 -0.84385 -1.32620
C -1.43107 -0.36840 1.90688
C 1.25769 -1.72296 -0.54499
C 1.55296 0.04449 1.10559
C -1.42566 3.40938 0.05288
N -0.51494 -0.00521 -0.69676
N 0.18714 -1.06775 -2.61920
N 1.35090 -1.31624 0.80899
F -1.60913 2.82292 -1.09051
P -0.27350 0.73605 0.95540
H -1.40912 0.11833 2.87312
H -0.86654 -1.40163 2.00203
H 1.16507 -2.81169 -0.85986
H 2.29605 -1.44318 -1.08680
H 1.96878 0.30830 1.99902
H 2.17688 0.39011 0.30907
H -0.47242 3.27588 0.59636
H -2.41240 3.78438 0.36984
H -1.21438 0.52447 -1.36911
H 0.81184 -1.68749 -3.10142
H -0.46846 -0.48214 -3.27548
H -2.31425 -0.20523 1.41348
H 1.37868 -2.05852 1.57767
*
```